No. 1
C34H36N7O4PPbS2 as an isolated structure in a non-equilibrium geometry. Source: the Open Molecules 2025 dataset; level of theory: wB97M-V/def2-TZVPD.

Structure (XYZ):
```
85
Properties=species:S:1:pos:R:3:lowdin_charge:R:1
Pb 0.416 -0.676 0.966 1.176
S 2.682 -0.858 2.349 0.530
S 1.742 -3.139 0.705 0.492
P -1.476 0.256 -2.214 0.806
O -2.439 0.075 0.907 -0.135
O -0.161 0.298 -1.536 -0.442
O -0.473 1.146 2.398 -0.182
O -0.511 3.360 2.574 0.043
N 1.536 1.593 0.510 -0.039
N 5.974 -0.065 1.333 0.199
N 5.759 -1.896 3.446 0.118
N 5.318 0.842 3.309 0.189
N -1.311 -2.071 2.325 0.011
N 4.322 -5.726 1.842 0.149
N 4.823 1.931 1.290 0.076
C 0.036 2.303 2.309 -0.643
C -2.751 -4.392 2.759 -0.055
C -3.355 -3.278 2.207 -0.027
C -2.094 2.384 -0.643 -0.081
C 0.453 0.409 -5.760 -0.077
C -4.296 -2.708 -1.737 -0.082
C 5.323 0.900 1.982 -0.505
C 3.405 3.950 1.041 -0.175
C -3.992 3.824 -0.805 -0.070
C -1.556 -2.390 -1.572 -0.085
C -0.749 -3.122 2.913 -0.162
C 2.014 3.772 1.657 -0.159
C -2.529 1.661 -1.746 -0.247
C -1.876 0.335 -6.325 -0.079
C -1.420 -4.308 3.142 -0.045
C 4.128 -4.611 2.050 -0.266
C -2.207 0.269 -4.983 -0.079
C 3.931 -3.251 2.325 -0.401
C 4.533 3.256 1.811 -0.164
C -3.492 -3.783 -1.390 -0.080
C -3.733 -1.468 -1.992 -0.085
C -3.699 2.039 -2.391 -0.087
C -4.422 3.119 -1.918 -0.080
C -2.359 -1.307 -1.906 -0.257
C 4.918 -2.567 3.004 -0.236
C 2.854 -2.511 1.829 -1.154
C -1.206 0.305 -4.021 -0.242
C -0.549 0.407 -6.715 -0.082
C -3.280 -0.899 1.441 -0.187
C 0.124 0.365 -4.419 -0.075
C 1.519 2.332 1.768 -0.327
C -2.820 3.456 -0.163 -0.046
C -2.599 -2.125 2.005 -0.248
C -2.119 -3.624 -1.306 -0.060
H 0.283 -3.000 3.210 0.087
H 5.532 -0.094 3.689 0.057
H 0.890 0.363 -3.657 0.098
H -0.486 -2.251 -1.509 0.080
H 6.146 -0.916 1.875 0.067
H 2.477 1.445 0.168 0.065
H -0.911 -5.147 3.590 0.109
H 1.293 4.336 1.059 0.122
H 4.658 1.393 3.831 0.111
H -5.334 3.409 -2.422 0.103
H -0.297 0.447 -7.764 0.103
H -5.367 -2.834 -1.803 0.106
H -3.941 -1.217 0.625 0.111
H -4.367 -0.625 -2.228 0.100
H 4.264 3.180 2.864 0.117
H -1.951 0.539 1.626 0.042
H -3.303 -5.309 2.899 0.108
H -4.050 1.507 -3.261 0.084
H 3.618 5.021 1.019 0.113
H 2.125 1.762 2.479 0.091
H 5.961 -0.135 0.331 0.125
H 4.962 1.899 0.288 0.153
H -4.393 -3.295 1.911 0.116
H -3.938 -4.744 -1.183 0.107
H -2.473 3.982 0.715 0.106
H 1.490 0.440 -6.061 0.104
H -2.656 0.324 -7.072 0.104
H -3.242 0.173 -4.693 0.092
H 5.446 3.862 1.739 0.126
H -4.573 4.656 -0.437 0.104
H 0.986 2.061 -0.203 0.080
H -3.915 -0.478 2.239 0.142
H -1.193 2.070 -0.146 0.074
H 1.996 4.206 2.658 0.125
H 3.405 3.609 0.002 0.106
H -1.484 -4.453 -1.034 0.114
```

Computed properties:
**HOMO energy**: -7.2 eV
**Total charge**: 0
**ΔE to the lowest compared entry with this formula, charge and spin**: 10.68 kcal per mole
**Kohn-Sham gap**: 7.13 eV
**Spin multiplicity**: 1
**E_LUMO**: -0.003 Eh



No. 2
C34H37CaN8O2S as an isolated structure in a non-equilibrium geometry. Source: the Open Molecules 2025 dataset; level of theory: wB97M-V/def2-TZVPD.

Structure (XYZ):
```
83
Properties=species:S:1:pos:R:3:lowdin_charge:R:1
Ca -0.213 0.124 0.620 1.381
S 0.176 -3.312 1.441 0.733
O -0.573 1.930 1.216 -0.316
O -0.991 4.108 1.393 0.077
N -0.760 5.151 -1.214 0.101
N -0.377 -5.261 -0.219 -0.057
N -2.018 -0.972 1.231 -0.038
N 3.028 -1.786 2.613 0.176
N -0.180 -0.032 3.070 -0.123
N -0.152 -5.920 1.957 -0.037
N -3.430 -1.811 2.705 0.188
N 1.855 -0.562 1.194 -0.013
C -0.133 -4.923 1.055 -0.812
C -1.052 3.056 0.775 -0.569
C 4.578 -2.894 0.937 -0.006
C -1.386 3.971 -1.563 -0.212
C -2.548 2.628 -3.208 -0.074
C 3.578 -2.033 1.368 -0.195
C 4.113 -2.112 -1.315 -0.078
C 3.110 -1.267 -0.882 -0.015
C 4.828 -2.919 -0.421 -0.076
C -2.850 1.666 -2.250 -0.094
C 1.543 3.583 -2.441 -0.024
C -0.521 -6.616 -0.718 -0.069
C 1.504 7.885 -2.102 -0.079
C -2.394 1.845 -0.955 -0.068
C -3.952 -2.139 1.465 -0.171
C -4.343 -2.494 -1.228 -0.075
C -5.071 -2.856 1.063 -0.005
C -2.280 -1.122 2.504 -0.316
C 0.393 7.161 -1.720 -0.029
C 1.114 -0.468 3.575 -0.107
C 2.832 -1.245 0.481 -0.250
C -5.248 -3.021 -0.298 -0.076
C 0.051 -5.771 3.385 -0.085
C 3.920 5.153 -3.080 -0.056
C 1.503 5.088 -2.318 -0.149
C -3.042 -1.605 0.541 -0.236
C -1.839 3.763 -2.873 -0.015
C 2.001 -0.921 2.448 -0.363
C -3.231 -1.781 -0.826 -0.023
C -1.404 -0.600 3.610 -0.103
C -1.651 2.972 -0.601 -0.082
C 0.379 5.770 -1.808 -0.184
C 2.641 5.834 -2.657 -0.230
C 2.630 7.219 -2.552 -0.056
H -2.681 1.144 -0.176 0.094
H -1.978 0.139 4.177 0.143
H -1.385 -7.113 -0.272 0.090
H -2.899 2.497 -4.224 0.108
H 4.358 -2.159 -2.367 0.107
H -5.774 -3.273 1.773 0.115
H -1.178 -1.424 4.291 0.129
H 2.463 3.254 -2.915 0.060
H 5.588 -3.587 -0.804 0.108
H -0.673 -6.574 -1.792 0.092
H -0.319 -4.506 -0.878 0.110
H 0.997 -1.300 4.273 0.126
H 0.375 -7.211 -0.520 0.093
H 0.985 -6.239 3.699 0.089
H -0.320 -6.855 1.624 0.119
H 3.336 -2.181 3.484 0.173
H 5.123 -3.527 1.625 0.115
H -3.854 -2.018 3.593 0.173
H 0.714 3.215 -3.036 0.069
H -0.237 0.979 2.987 0.101
H -0.801 5.316 -0.212 0.122
H 1.502 8.965 -2.037 0.105
H 4.725 5.882 -3.153 0.075
H 1.476 3.109 -1.456 0.086
H -4.530 -2.646 -2.283 0.108
H 4.216 4.395 -2.354 0.081
H 2.565 -0.641 -1.579 0.110
H 1.625 0.337 4.112 0.142
H -0.779 -6.218 3.933 0.089
H -1.636 4.522 -3.620 0.127
H 3.519 7.777 -2.817 0.108
H -6.102 -3.579 -0.656 0.109
H 3.818 4.667 -4.053 0.086
H -3.464 0.813 -2.509 0.093
H 0.099 -4.713 3.615 0.027
H -0.483 7.661 -1.328 0.115
H -2.530 -1.372 -1.544 0.106
```

Computed properties:
**HOMO energy**: -9.3 eV
**Total charge**: +1
**ΔE to the lowest compared entry with this formula, charge and spin**: 34.84 kcal per mole
**Kohn-Sham gap**: 7.20 eV
**Spin multiplicity**: 1
**E_LUMO**: -0.079 Eh



No. 3
C34H37F4O7V as an isolated structure in a non-equilibrium geometry. Source: the Open Molecules 2025 dataset; level of theory: wB97M-V/def2-TZVPD.

Structure (XYZ):
```
83
Properties=species:S:1:pos:R:3:lowdin_spin:R:1
V -1.841 -0.173 2.948 2.110
F -0.691 0.826 -5.523 0.000
F 3.531 -0.547 -0.897 0.000
F -1.608 -3.574 6.273 0.000
F 0.257 4.506 -2.676 0.000
O -0.095 0.175 6.176 0.001
O -1.805 -0.699 7.080 0.001
O -6.036 -0.475 -0.126 0.000
O -4.898 -1.103 -2.004 0.000
O -1.803 0.870 1.859 -0.105
O -6.135 0.666 -2.119 0.000
O -1.706 -0.462 4.915 0.009
C 0.521 -0.257 7.592 0.000
C -0.281 -3.563 4.359 0.001
C 2.772 -0.678 -3.735 0.000
C -1.491 -3.831 4.965 0.000
C -0.166 -3.793 3.004 0.001
C -5.770 -0.304 -1.282 0.000
C -1.196 -0.460 5.965 0.002
C 4.414 -2.682 -0.880 0.000
C 4.482 -1.377 -0.365 0.000
C 2.279 0.570 -3.397 0.000
C 0.795 5.117 -6.167 0.000
C 0.632 -1.105 -4.802 0.000
C 5.487 -0.989 0.480 0.000
C -5.715 0.454 -3.484 0.000
C -2.461 -4.485 2.967 0.001
C 1.846 -1.521 -4.310 0.000
C 1.585 6.084 -3.625 0.000
C 0.667 5.055 -3.813 0.000
C -2.572 -4.286 4.348 0.001
C 0.346 0.253 -4.767 0.000
C -1.338 1.809 0.714 -0.013
C 1.096 1.000 -3.907 0.000
C -0.932 -0.282 8.191 0.000
C 6.347 -3.324 0.431 0.000
C -1.205 -4.283 2.287 0.001
C 1.603 0.672 7.998 0.000
C 6.390 -1.988 0.864 0.000
C 1.707 6.184 -6.021 0.000
C -1.542 3.279 1.052 -0.003
C 0.189 4.546 -5.031 0.000
C -4.561 -1.671 -4.412 0.000
C 2.097 6.657 -4.756 0.000
C 5.249 -3.646 -0.400 0.000
C -4.663 -0.647 -3.298 0.000
H -0.550 3.703 -4.980 0.000
H -3.909 -2.477 -4.103 0.000
H -5.383 1.434 -3.928 0.000
H 1.202 1.688 8.164 0.000
H -1.794 1.321 -0.141 -0.002
H 0.775 -3.579 2.457 0.000
H 5.554 0.042 0.741 0.000
H -5.539 -2.027 -4.675 0.000
H 7.307 -1.680 1.282 0.000
H 0.705 2.010 -3.653 0.000
H 2.218 0.403 8.839 0.000
H 2.144 6.670 -6.875 0.000
H -0.013 -1.750 -5.455 0.000
H 0.905 -1.216 7.293 0.000
H 5.250 -4.687 -0.822 0.000
H 2.831 7.417 -4.792 0.000
H -1.157 -0.967 8.986 0.000
H 7.105 -4.054 0.659 0.000
H -3.486 -4.416 4.949 0.000
H 0.595 -3.258 4.866 0.000
H 3.715 -1.113 -3.386 0.000
H -1.000 4.021 0.427 -0.001
H 3.693 -2.981 -1.600 0.000
H -3.791 -0.032 -3.263 0.000
H -6.568 0.144 -4.023 0.000
H -3.299 -4.735 2.388 0.000
H -4.151 -1.231 -5.301 0.000
H -1.127 3.637 1.933 0.000
H 1.826 6.226 -2.594 0.000
H 0.427 4.733 -7.114 0.000
H -0.297 1.234 0.604 -0.003
H 2.787 1.152 -2.747 0.000
H -2.584 3.612 0.761 0.000
H 2.129 -2.538 -4.555 0.000
H 2.213 0.668 7.124 0.000
H -1.210 -4.559 1.274 0.000
H -1.307 0.671 8.593 0.000
```

Computed properties:
**HOMO energy (spin up / spin down)**: -12.1 / -12.1 eV
**Total charge**: +2
**Kohn-Sham gap (spin up / spin down)**: 2.69 / 3.01 eV
**Spin multiplicity**: 3
**E_LUMO (spin up / spin down)**: -0.345 / -0.334 Eh



No. 4
C34H38AsCoN4P2S2Se as an isolated structure. Source: the Open Molecules 2025 dataset; level of theory: wB97M-V/def2-TZVPD.

Structure (XYZ):
```
83
Properties=species:S:1:pos:R:3:lowdin_charge:R:1
Se -2.800 -1.946 -2.817 0.664
As 0.687 3.278 0.954 0.834
Co 0.529 0.171 -0.130 -0.347
S 1.607 0.950 -1.912 0.734
S 1.918 1.514 1.070 0.343
P 1.782 -1.521 0.311 0.884
P -0.303 -0.747 1.772 0.929
N -0.879 -0.527 -1.124 -0.052
N 0.995 -1.845 1.760 -0.268
N 0.281 1.331 -4.179 0.137
N 0.788 -0.886 -3.711 0.148
C -4.248 -3.044 1.497 -0.043
C 0.804 0.961 5.293 -0.062
C 2.713 -3.485 -1.464 -0.067
C 0.737 4.132 2.668 -0.217
C -2.961 -1.055 1.108 -0.126
C 0.840 0.301 4.076 -0.119
C 3.512 -1.213 0.640 -0.389
C 2.531 -4.618 -2.248 -0.057
C -3.129 -3.672 2.026 -0.051
C 0.796 0.431 -3.380 -0.667
C 4.021 -1.478 1.911 -0.082
C -1.138 2.827 0.555 -0.224
C 1.273 -5.193 -2.361 -0.052
C 1.625 -2.928 -0.793 -0.321
C 0.353 -3.504 -0.922 -0.098
C -1.564 0.479 3.916 -0.080
C -0.409 1.395 5.814 -0.055
C -0.347 0.053 3.382 -0.346
C -4.166 -1.735 1.041 -0.054
C 1.300 4.503 -0.384 -0.223
C 4.347 -0.695 -0.352 -0.121
C -1.590 1.156 5.126 -0.057
C -0.251 0.935 -5.349 -0.254
C 0.291 -2.807 -5.116 0.010
C -0.265 -0.406 -5.726 0.060
C 0.259 -1.342 -4.868 -0.244
C 5.361 -1.244 2.181 -0.049
C -0.844 1.997 -6.205 0.001
C -1.833 -1.682 1.637 -0.369
C 6.189 -0.737 1.191 -0.040
C 5.682 -0.462 -0.073 -0.045
C -1.649 -1.095 -1.803 -0.911
C -1.922 -2.992 2.101 -0.081
C 0.183 -4.633 -1.703 -0.057
H 0.148 5.047 2.639 0.056
H -0.691 -0.717 -6.668 0.139
H -0.434 1.908 6.767 0.118
H -1.823 2.265 -5.799 0.106
H -0.224 2.891 -6.174 0.097
H -0.505 -3.079 -0.414 0.079
H 1.161 -1.552 -3.040 0.135
H 1.722 1.133 5.839 0.117
H 1.140 -6.083 -2.963 0.121
H 1.294 -3.204 -4.957 0.098
H -2.495 0.266 3.404 0.103
H -1.523 2.186 1.347 0.023
H 0.683 5.400 -0.349 0.055
H -0.024 -3.028 -6.132 0.101
H 1.772 4.365 2.910 0.054
H 3.380 -5.060 -2.750 0.119
H 1.224 4.020 -1.357 0.026
H -2.536 1.477 5.540 0.117
H -5.187 -3.578 1.437 0.119
H 1.117 -2.660 2.349 0.100
H 3.382 -1.868 2.692 0.097
H -5.035 -1.250 0.619 0.119
H -3.195 -4.690 2.386 0.117
H -1.192 2.324 -0.412 0.032
H 2.338 4.753 -0.178 0.054
H 0.333 3.441 3.406 0.030
H 1.787 -0.026 3.669 0.076
H 7.233 -0.551 1.405 0.120
H 3.953 -0.453 -1.331 0.071
H -1.724 3.746 0.509 0.060
H -1.061 -3.495 2.525 0.104
H -0.801 -5.073 -1.795 0.119
H -2.897 -0.043 0.725 0.101
H 3.705 -3.070 -1.348 0.105
H 6.329 -0.059 -0.841 0.119
H -0.979 1.665 -7.231 0.092
H 5.755 -1.458 3.165 0.118
H -0.395 -3.295 -4.420 0.066
```

Computed properties:
**HOMO energy (spin up / spin down)**: -12.8 / -12.8 eV
**Total charge**: +2
**ΔE to the lowest compared entry with this formula, charge and spin**: 0.00 kcal per mole
**Kohn-Sham gap (spin up / spin down)**: 6.36 / 6.37 eV
**Spin multiplicity**: 1
**E_LUMO (spin up / spin down)**: -0.236 / -0.236 Eh